[1]
{"formula": "C7H9N", "method": "the ωB97M-V functional and the def2-TZVPD basis", "species": ["C", "H", "N", "H", "H", "C", "H", "C", "H", "H", "H", "C", "H", "H", "C", "C", "C"], "coordinates": [[1.075, 1.204, 0.081], [-1.995, 1.598, 0.156], [-0.811, -0.080, -0.017], [2.145, 1.539, 0.003], [-1.121, -2.010, -0.599], [-1.329, -1.332, 0.323], [-2.421, -1.216, 0.501], [2.124, -1.276, -2.096], [-0.975, -1.921, 1.338], [2.595, -1.969, -2.872], [0.315, 3.043, 1.106], [-1.167, 1.136, 0.655], [1.024, -0.736, 0.654], [-1.612, 0.941, 1.651], [0.670, -0.178, -0.190], [1.378, -0.723, -1.288], [0.106, 1.980, 0.596]], "nbo_charge": [-0.172, 0.194, -0.421, 0.225, 0.213, -0.403, 0.203, -0.239, 0.147, 0.261, 0.235, -0.247, 0.210, 0.185, -0.186, -0.009, -0.196], "homo_energy_ev": -8.427, "total_charge": 0, "smiles": "C#C[C@H]1C=CCN1C", "e_above_lowest_ev": 4.499, "largest_force_ha_per_bohr": 0.09480, "gap_ev": 9.458}

***

[2]
{"formula": "C7H9N", "method": "the ωB97M-V functional and the def2-TZVPD basis", "species": ["C", "C", "H", "H", "C", "H", "C", "C", "H", "H", "H", "C", "C", "H", "N", "H", "H"], "coordinates": [[0.562, 0.117, 0.418], [-1.177, 0.040, -1.294], [-2.850, 0.079, -2.580], [-0.867, 1.225, 1.770], [-1.780, -0.080, -2.676], [0.619, 0.387, 3.709], [1.738, -0.500, 0.770], [0.756, 0.137, 2.670], [-1.832, -0.089, -0.430], [2.528, -1.009, 0.241], [0.741, 0.757, -1.683], [0.079, 0.331, -0.929], [-0.041, 0.547, 1.630], [2.559, -0.991, 2.637], [1.862, -0.464, 2.142], [-1.601, -1.096, -3.028], [-1.297, 0.609, -3.365]], "nbo_charge": [-0.133, -0.151, 0.216, 0.222, -0.647, 0.210, -0.067, -0.070, 0.188, 0.207, 0.198, -0.216, -0.298, 0.409, -0.504, 0.221, 0.215], "homo_energy_ev": -7.918, "total_charge": 0, "smiles": "C/C=C/c1cc[nH]c1", "e_above_lowest_ev": 1.137, "largest_force_ha_per_bohr": 0.03365, "gap_ev": 8.981}

***

[3]
{"formula": "C7H9N", "method": "the ωB97M-V functional and the def2-TZVPD basis", "species": ["H", "H", "C", "C", "C", "H", "N", "H", "H", "C", "C", "H", "H", "H", "C", "H", "C"], "coordinates": [[-0.031, -1.776, 1.066], [-2.116, 1.310, 0.803], [-0.398, -0.801, -0.977], [-1.795, 0.800, -0.078], [-0.307, 1.327, 0.004], [-0.436, -0.578, -1.992], [2.981, 0.098, -0.061], [-0.329, -0.291, 2.048], [-2.524, 0.979, -0.836], [-1.465, -0.750, -0.012], [-0.390, -0.753, 1.116], [-0.079, 2.013, -0.778], [-0.040, -1.847, -0.825], [-2.302, -1.394, -0.103], [1.854, 0.068, -0.011], [-0.119, 1.784, 0.943], [0.353, -0.039, -0.025]], "nbo_charge": [0.204, 0.207, -0.389, -0.419, -0.374, 0.222, -0.330, 0.219, 0.214, -0.188, -0.367, 0.219, 0.201, 0.217, 0.302, 0.202, -0.139], "homo_energy_ev": -10.852, "total_charge": 0, "e_above_lowest_ev": 2.706, "largest_force_ha_per_bohr": 0.10165, "gap_ev": 11.666}

***

[4]
{"formula": "C7H9N", "method": "the ωB97M-V functional and the def2-TZVPD basis", "species": ["C", "N", "H", "H", "C", "C", "C", "H", "H", "C", "C", "H", "H", "H", "H", "C", "H"], "coordinates": [[0.348, -0.783, -1.862], [0.386, 0.844, 1.239], [-0.318, -1.246, 1.171], [1.996, -1.889, 0.849], [0.223, -0.453, 0.546], [1.477, -1.302, 0.163], [-1.101, 1.148, 1.083], [-1.441, 2.114, 1.503], [2.543, -2.057, -1.359], [1.579, -1.360, -1.162], [-1.283, 1.057, -0.485], [-1.859, 0.383, 1.609], [-0.863, 1.914, -1.144], [0.806, 0.959, 2.250], [0.231, -0.380, -2.824], [-0.301, -0.075, -0.772], [-2.421, 1.127, -0.806]], "nbo_charge": [-0.255, -0.627, 0.212, 0.201, -0.178, -0.207, -0.233, 0.208, 0.230, -0.226, -0.473, 0.169, 0.234, 0.394, 0.218, 0.092, 0.242], "homo_energy_ev": -8.189, "total_charge": 0, "smiles": "C1=C[C@H]2NCCC2=C1", "e_above_lowest_ev": 4.444, "largest_force_ha_per_bohr": 0.12316, "gap_ev": 8.819}

***

[5]
{"formula": "C7H9N", "method": "the ωB97M-V functional and the def2-TZVPD basis", "species": ["C", "H", "H", "H", "C", "C", "H", "C", "H", "H", "H", "C", "C", "H", "C", "N", "H"], "coordinates": [[1.944, -1.091, -0.082], [-3.589, -0.766, 0.955], [-2.904, -1.517, -0.611], [3.514, 0.326, 0.251], [0.296, 0.415, -0.085], [-2.223, 0.505, -0.103], [-3.008, 1.197, -0.523], [2.455, 0.136, 0.157], [-0.091, -1.514, -0.645], [-0.771, 2.086, -0.386], [1.457, 2.107, 0.486], [1.410, 1.112, 0.193], [-0.985, 1.041, -0.184], [-2.050, -1.266, 0.986], [-2.726, -0.805, 0.258], [0.586, -0.921, -0.197], [2.316, -2.081, -0.048]], "nbo_charge": [-0.071, 0.232, 0.221, 0.216, 0.073, -0.192, 0.194, -0.286, 0.410, 0.216, 0.217, -0.272, -0.203, 0.219, -0.676, -0.507, 0.212], "homo_energy_ev": -7.746, "total_charge": 0, "smiles": "C/C=C\\c1ccc[nH]1", "e_above_lowest_ev": 1.463, "largest_force_ha_per_bohr": 0.07356, "gap_ev": 8.686}

***

[6]
{"formula": "C7H9N", "method": "the ωB97M-V functional and the def2-TZVPD basis", "species": ["H", "H", "H", "C", "H", "H", "C", "C", "C", "C", "N", "H", "H", "C", "H", "H", "C"], "coordinates": [[-2.891, -0.035, 0.295], [0.675, 0.107, -1.662], [0.890, 2.428, 1.464], [1.307, -0.700, 0.313], [-2.708, -0.828, -1.575], [1.848, -1.500, -1.605], [-2.234, -0.616, -0.480], [-0.849, 0.024, -0.279], [0.743, 1.504, 0.917], [1.838, 0.643, 0.655], [1.221, -1.678, -0.891], [0.924, -1.206, 1.175], [-1.935, -1.620, 0.152], [-0.679, 1.132, 0.484], [2.818, 0.933, 1.091], [-1.378, 1.859, 0.755], [0.410, -0.446, -0.809]], "nbo_charge": [0.224, 0.206, 0.209, -0.136, 0.243, 0.348, -0.660, 0.062, -0.187, -0.224, -0.540, 0.220, 0.236, -0.283, 0.211, 0.214, -0.143], "homo_energy_ev": -8.225, "total_charge": 0, "smiles": "CC1=CC=C[C@@H]2N[C@@H]12", "e_above_lowest_ev": 5.545, "largest_force_ha_per_bohr": 0.07935, "gap_ev": 9.001}